The following is a DFT calculation (wB97M-V/def2-TZVPD) of a structure of composition C30H29IrN6.

Atoms and positions in Å:
H1 -0.4692 2.9997 -3.0428
H2 -4.1597 -0.4760 3.3735
N1 -0.8251 -0.9323 -1.4367
C1 -3.2651 -0.4486 2.7656
H3 0.3256 -2.1792 -2.6578
H4 2.4600 -2.6868 -2.3185
C2 0.6163 -3.6307 1.2029
C3 -0.9109 -0.1520 2.5380
C4 -0.8834 3.2055 1.2085
N2 0.3349 -2.7798 0.2092
C5 -2.0350 -0.1507 3.3355
C6 3.3042 -0.0458 -0.3249
H5 -1.0929 -4.9307 -1.9296
C7 -1.5256 3.9084 2.3345
C8 -0.1246 3.9080 -1.1904
C9 2.8229 -1.3203 -0.6911
H6 0.0861 0.0619 2.9027
H7 -0.5354 -6.5139 -0.0970
H8 -3.8943 2.1616 0.9034
C10 -0.0626 1.4733 -1.5527
H9 1.0920 -3.1992 2.0738
C11 -2.1788 -0.6655 0.6541
C12 3.1858 0.3662 1.1252
C13 3.5689 0.4849 -2.6656
C14 -2.1914 -0.9020 -0.8309
C15 -0.5822 0.2577 -2.3279
N3 1.7558 0.6446 1.3566
C16 3.6870 0.8388 -1.3330
H10 -2.7860 -0.1243 -1.3124
H11 3.8923 1.1783 -3.4315
C17 -3.3390 -0.6995 1.4063
H12 -3.6052 3.8862 2.9829
H13 0.1881 5.0466 0.5988
H14 -1.9388 0.0637 4.3900
C18 2.7337 -1.6723 -2.0531
H15 -1.4836 0.5087 -2.8885
C19 -0.2901 -5.4645 -0.0062
C20 1.3645 1.8354 0.5304
H16 -1.0235 4.5972 2.9973
C21 -2.9610 2.6151 1.2151
H17 1.1182 3.3464 2.0587
Ir1 0.6564 -0.6579 0.0866
H18 3.0178 -1.0429 -4.0800
C22 0.0480 4.0258 0.2731
H19 3.8035 1.2408 1.3443
C23 0.6041 2.9676 1.1828
C24 3.0711 -0.7665 -3.0354
H20 -0.2554 4.8693 -1.6747
C25 -0.2715 -3.2467 -0.9017
H21 0.1964 -0.0190 -3.0431
N4 0.5979 1.1658 -0.5055
H22 4.1039 1.8032 -1.0704
H23 -4.2838 -0.9217 0.9279
H24 2.2383 2.3050 0.0677
C26 -0.2303 2.8405 -1.9988
N5 -0.9934 -0.4220 1.2255
C27 -0.5500 -2.2684 -2.0170
N6 -1.8654 2.3826 0.5777
H25 -1.3815 -2.6294 -2.6278
C28 -2.8158 3.5496 2.3301
C29 0.3252 -4.9804 1.1314
H26 0.5779 -5.6286 1.9579
H27 -2.6900 -1.8517 -1.0327
C30 -0.5992 -4.5826 -1.0322
H28 2.8223 -2.1063 0.0547
H29 3.5006 -0.4404 1.7872

Forces on the atoms, in the same order (eV/Å):
H 0.00 0.00 0.00
H 0.00 0.00 0.00
N 0.03 -0.07 -0.01
C 0.00 0.04 0.01
H 0.00 0.01 -0.02
H 0.00 -0.01 0.00
C 0.02 0.03 0.03
C 0.00 -0.01 -0.03
C 0.05 -0.06 0.07
N 0.20 -0.03 0.35
C 0.00 0.00 0.01
C 0.01 0.03 0.00
H 0.00 0.01 -0.01
C -0.08 0.03 0.02
C -0.02 0.05 -0.03
C 0.04 -0.02 -0.01
H -0.01 0.02 0.00
H 0.00 0.00 0.00
H 0.00 -0.04 0.02
C 0.10 0.11 0.08
H 0.00 -0.01 0.00
C 0.05 -0.01 0.03
C -0.01 0.06 -0.04
C 0.04 -0.01 -0.01
C 0.02 -0.02 0.05
C -0.05 -0.03 -0.06
N -0.05 0.18 -0.16
C -0.01 0.00 0.03
H 0.02 0.04 0.03
H -0.01 0.00 -0.01
C 0.03 -0.03 -0.02
H 0.01 0.00 0.01
H 0.03 0.00 -0.02
H 0.00 0.00 0.00
C 0.04 -0.01 0.00
H 0.00 0.00 -0.01
C -0.05 -0.07 -0.09
C 0.03 -0.12 0.17
H 0.00 0.01 0.00
C 0.02 0.06 0.01
H -0.01 0.01 0.01
Ir -0.32 0.05 -0.24
H -0.01 0.01 -0.01
C -0.02 0.08 0.03
H 0.00 0.00 0.00
C 0.10 -0.07 -0.04
C -0.01 -0.01 -0.01
H 0.01 0.01 0.01
C -0.05 -0.27 0.01
H 0.00 0.01 0.00
N 0.00 -0.06 0.05
H 0.00 0.01 0.01
H 0.00 0.00 0.00
H 0.03 0.04 0.02
C 0.04 -0.08 -0.02
N -0.09 -0.04 -0.07
C -0.11 0.23 -0.19
N -0.08 -0.09 -0.05
H 0.00 0.03 -0.03
C 0.03 0.00 0.00
C 0.06 0.06 0.12
H 0.00 0.00 0.01
H 0.00 0.01 -0.02
C -0.02 -0.01 -0.01
H 0.01 -0.02 0.01
H -0.02 -0.02 0.01

Output
E_tot in eV: -43344.99235
Energy relative to the best compared isomer or geometry (same formula, charge and spin) in eV: 0.000
Charge: +2
HOMO in eV: -13.873
Orbital gap in eV: 7.97

Atomic partial charges in e from the Mulliken method, atoms 1 to 6: H 0.530; H 0.478; N -0.037; C -0.441; H 0.540; H 0.771